(1)
The following is a quantum chemistry calculation of C39H54BeN5O5 as an isolated structure, from the Open Molecules 2025 dataset.

Results
Frontier orbital gap = 6.451 eV
E_HOMO = -0.396 hartree
Charge = +1
Spin multiplicity = 1

Structure (XYZ):
```
104
Properties=species:S:1:pos:R:3:forces:R:3
Be 0.04752 14.27337 20.83789 2.851 3.313 -0.304
C 3.59800 17.09344 20.74399 -0.589 0.615 -0.789
C 3.37068 15.60890 20.87473 -0.093 -1.097 0.892
O 2.12969 15.13573 20.46933 -2.900 -0.798 -0.348
H 3.55326 17.46271 19.71343 0.602 -0.485 -0.240
H 4.55528 17.34841 21.19945 -0.029 0.284 -0.111
H 2.78709 17.71560 21.13344 0.025 -0.391 0.745
H 3.60295 15.33159 21.92079 -0.194 0.175 0.205
H 4.14898 15.03948 20.34406 0.126 0.352 -0.324
N 0.37277 13.63041 23.30108 -0.402 -1.274 -1.772
C 1.58907 13.51267 23.86276 -0.723 1.025 -0.455
C 1.73730 13.04867 25.15071 0.525 0.279 -0.155
C 0.62611 12.63100 25.85684 -0.110 -0.708 0.111
C -0.59713 12.51816 25.20661 0.715 1.158 -0.092
C -0.65562 13.04061 23.91265 -0.628 -0.007 0.906
H 2.37550 13.95540 23.26501 0.246 -0.189 0.154
H 2.72436 13.09530 25.58928 -0.058 -0.141 0.143
H 0.74369 12.32855 26.88903 -0.104 0.027 0.031
H -1.49411 12.26159 25.74976 -0.031 -0.375 -0.211
H -1.63352 13.02228 23.44598 0.136 0.266 -0.373
N 1.49513 19.06656 25.75664 0.096 0.274 0.287
C 0.98973 20.26181 25.45650 -0.073 -0.829 -0.940
C 1.15856 20.83965 24.19277 -0.247 0.715 0.978
C 2.00975 20.24954 23.28217 -0.390 -0.510 -0.353
C 2.55972 19.02583 23.61918 0.691 -0.102 0.258
C 2.28209 18.46980 24.85756 -0.182 0.370 0.561
H 0.35980 20.71906 26.20875 0.033 0.110 0.005
H 0.63167 21.77449 24.04851 0.235 0.094 -0.426
H 2.22114 20.61059 22.28253 -0.116 0.504 0.138
H 3.27700 18.58834 22.94010 -0.078 -0.278 0.095
H 2.72106 17.56059 25.25153 0.105 -0.223 -0.520
N 0.47124 12.85658 18.48540 0.714 -0.191 0.406
C 1.73985 13.08546 18.09233 -0.716 0.401 0.087
C 2.19848 12.77518 16.82704 0.727 0.687 -0.598
C 1.36348 12.24825 15.86546 -1.115 -0.238 0.706
C 0.04820 12.01880 16.27665 0.373 -0.734 -0.339
C -0.32433 12.25774 17.58236 0.009 0.104 0.599
H 2.40507 13.60692 18.76959 -0.292 0.033 0.317
H 3.19655 13.11894 16.58421 0.144 -0.412 -0.006
H 1.63361 11.93127 14.86881 0.383 0.349 -0.024
H -0.62549 11.51868 15.59412 -0.203 0.092 0.114
H -1.26707 11.89095 17.96943 -0.227 0.289 -0.202
N -1.08660 16.23868 22.00035 -0.359 0.180 0.102
C -0.55259 17.43221 22.34159 0.530 -0.807 -0.318
C -1.29065 18.55182 22.67225 -0.110 0.599 -0.233
C -2.68177 18.53452 22.62481 0.679 -0.430 -0.189
C -3.23205 17.31396 22.31212 -0.545 -1.341 0.313
C -2.42434 16.20599 22.05691 0.358 0.171 -0.689
H 0.52832 17.47773 22.29689 0.031 0.053 0.102
H -0.76920 19.47535 22.88141 0.111 -0.081 0.097
H -3.27377 19.42545 22.77360 -0.024 -0.035 0.166
H -4.28727 17.07364 22.33183 -0.135 0.532 -0.140
H -2.87251 15.27197 21.73821 -0.206 -0.030 0.241
N -0.84795 15.55272 19.02934 0.549 -1.179 1.279
C -0.13187 16.55356 18.51157 0.596 0.182 -0.074
C -0.30835 17.07046 17.23180 -0.143 -1.592 0.408
C -1.31448 16.47627 16.45664 0.946 1.259 0.398
C -2.12569 15.53015 17.04707 -0.147 -0.356 -0.762
C -1.83210 15.03156 18.30432 -0.552 0.743 -0.563
H 0.72061 16.92068 19.07049 -0.146 -0.262 0.449
H 0.51351 17.68855 16.90096 -0.501 0.455 -0.423
H -1.43324 16.79074 15.42868 -0.236 -0.130 -0.033
H -2.91331 15.12567 16.42507 -0.139 -0.247 0.333
H -2.45153 14.23607 18.69722 0.226 -0.068 0.264
C 6.44659 16.48460 23.28802 0.204 0.962 -0.175
C 7.59452 17.48298 23.14555 1.311 -0.988 -0.214
O 7.62461 18.33231 22.28471 -0.808 0.039 0.114
C 8.82035 17.30575 24.02247 -0.173 1.386 0.625
H 6.34921 15.97519 22.32925 -0.106 -0.050 0.032
H 5.56682 17.11049 23.45030 -0.248 -0.325 0.035
H 6.58000 15.76616 24.09174 0.029 0.075 0.040
H 9.14858 16.29330 24.23761 -0.090 -0.046 -0.187
H 8.62942 17.82259 24.97275 -0.404 -0.487 0.247
H 9.59931 17.97538 23.65767 0.228 -0.555 -0.518
C 5.48323 19.96109 19.75682 0.879 0.015 -0.446
C 4.92528 21.01513 20.65371 -0.107 0.485 0.074
O 3.87506 21.57847 20.41012 -0.143 -0.458 -0.073
C 5.75264 21.48751 21.82265 0.035 -0.388 -0.426
H 4.73972 19.45747 19.14984 -0.106 -0.030 0.222
H 6.20406 19.27831 20.20878 -0.408 -0.164 0.419
H 6.14310 20.49833 19.06255 -0.191 0.149 -0.157
H 5.58023 20.80359 22.65690 -0.081 0.176 0.150
H 5.42586 22.50381 22.02328 0.172 -0.043 0.380
H 6.81711 21.41741 21.59753 0.012 0.143 0.022
C 3.61884 17.33130 16.47572 0.627 0.620 0.795
C 4.45101 18.60225 16.61748 -0.156 1.104 -1.090
O 5.65112 18.59995 16.48408 0.061 -0.610 0.452
C 3.76207 19.95709 16.65167 -0.712 0.182 0.017
H 3.05994 17.17966 17.40340 0.076 -0.207 0.051
H 4.37813 16.56601 16.33194 -0.458 -0.403 -0.153
H 2.87780 17.40794 15.68112 0.230 0.005 -0.223
H 3.82547 20.36274 15.63846 -0.032 -0.161 -0.090
H 4.22796 20.71523 17.27745 0.304 -0.336 0.152
H 2.70379 19.93441 16.91938 -0.009 -0.200 0.009
C 5.20138 10.76342 18.13671 0.528 -0.465 -1.665
C 5.72792 11.25866 19.44867 -0.584 -0.727 0.075
O 6.58821 10.65560 20.04083 0.036 0.320 0.154
C 5.10591 12.53320 19.94085 0.330 0.415 0.884
H 5.78697 9.93881 17.72555 0.265 -0.051 0.491
H 5.33804 11.54549 17.38137 -0.315 0.204 0.123
H 4.17599 10.39965 18.05821 -0.208 0.462 0.590
H 5.31449 12.68720 21.00076 0.181 -0.162 -0.011
H 4.02220 12.57740 19.84216 0.047 -0.071 -0.405
H 5.58201 13.37014 19.42419 -0.237 0.030 -0.207
```
Positions in Å, forces in eV/Å.

=====

(2)
The following is a quantum chemistry calculation of C39H54BrN2O7PRuSSi as an isolated structure, from the Open Molecules 2025 dataset.

Results
<S²> = 8.781
Frontier orbital gap (spin up / spin down) = 7.295 / 5.678 eV
E_HOMO (spin up / spin down) = -0.176 / -0.169 hartree
Charge = -1
Spin multiplicity = 6

Structure (XYZ):
```
107
Properties=species:S:1:pos:R:3:forces:R:3
Ru -0.89671 -0.16569 -0.30539 -0.079 -0.619 -0.437
C -3.13131 -0.79469 -3.86299 0.172 0.098 0.320
C -3.14741 -0.70329 -2.34289 0.133 0.536 -0.508
O -2.64301 0.30121 -1.79709 -0.225 -0.234 -0.183
C -3.73261 -1.78029 -1.64459 0.073 -0.230 0.949
C -3.55141 -2.01789 -0.28379 -1.047 -0.824 -0.575
C -4.16531 -3.24379 0.33661 -0.026 0.227 -0.013
N -2.76021 -1.26159 0.46071 2.229 1.061 0.059
N -2.70441 -1.48469 1.75781 -1.377 -1.136 0.278
C -1.60751 -1.16469 2.40961 0.519 0.497 -0.803
O -0.54361 -0.69689 1.88711 -0.294 -0.183 -0.522
C -1.65461 -1.39529 3.86541 0.066 -0.074 0.507
C -2.85391 -1.71599 4.49921 0.087 0.063 -0.102
C -2.88401 -1.92309 5.86361 -0.026 -0.048 0.176
C -1.71741 -1.83069 6.61061 -0.047 -0.010 0.107
C -0.52111 -1.51419 5.98681 0.027 -0.011 0.183
C -0.49021 -1.29189 4.62431 -0.094 0.043 -0.327
H -2.31361 -0.18199 -4.23589 -0.001 0.036 -0.003
H -4.06811 -0.43269 -4.28479 -0.111 0.056 0.016
H -2.98751 -1.82699 -4.17519 -0.010 -0.057 -0.047
H -4.26181 -2.52919 -2.21559 0.010 -0.051 -0.003
H -4.93421 -3.66019 -0.30749 -0.067 -0.016 -0.075
H -4.58181 -2.99319 1.31021 -0.031 -0.064 0.034
H -3.37331 -3.97879 0.47391 0.043 -0.005 0.064
H -3.74731 -1.79639 3.90061 -0.064 -0.001 -0.040
H -3.82141 -2.16199 6.34981 -0.006 -0.013 0.017
H -1.74271 -2.00529 7.67841 -0.002 0.006 0.036
H 0.38919 -1.43879 6.56701 0.028 -0.001 0.016
H 0.43129 -1.03819 4.12171 0.075 0.017 -0.046
C 3.06219 -2.26969 -1.29529 -0.140 0.170 0.169
C 2.75649 -1.39119 -0.08359 0.495 -0.709 0.306
C 2.01799 -2.18809 0.99051 0.018 0.222 -0.251
C 4.05339 -0.79049 0.46691 -0.342 -0.049 -0.089
O 1.86559 -0.35589 -0.47419 0.017 -0.107 0.287
Si 2.08589 0.90661 -1.47559 -1.397 1.003 -0.279
S 0.10199 1.53431 -1.82569 0.493 -0.420 0.110
O 2.91989 0.47131 -2.79789 0.118 -0.537 -0.098
C 3.43589 1.29411 -3.83249 0.384 0.146 -0.427
C 2.61389 2.56921 -3.99429 0.033 -0.255 0.044
C 4.87979 1.65421 -3.47569 -0.290 -0.095 -0.043
C 3.37729 0.47051 -5.12139 -0.025 0.134 0.327
O 3.01999 2.10301 -0.84019 0.382 -0.094 -0.014
C 2.71639 3.08891 0.13081 -0.049 0.366 0.371
C 1.96679 2.45881 1.30161 0.093 -0.023 -0.235
C 4.06029 3.66011 0.60271 -0.370 -0.212 -0.148
C 1.87279 4.19681 -0.50849 0.132 -0.252 0.051
H 3.68709 -3.11279 -1.00969 0.082 -0.107 0.049
H 3.56439 -1.68109 -2.05799 0.087 -0.040 -0.106
H 2.12879 -2.63989 -1.70779 -0.035 -0.052 -0.032
H 2.58449 -3.06219 1.30211 0.128 -0.093 -0.005
H 1.05299 -2.50739 0.59681 -0.017 -0.121 0.020
H 1.82149 -1.55489 1.85201 -0.007 0.040 0.111
H 4.74299 -1.57959 0.75851 0.059 -0.106 0.021
H 3.84339 -0.17029 1.33531 0.003 0.086 0.100
H 4.52279 -0.17489 -0.29609 0.158 0.104 -0.076
H 2.74209 3.19551 -3.11869 -0.018 0.213 0.084
H 1.56059 2.31921 -4.07969 -0.132 0.030 -0.107
H 2.93389 3.11221 -4.87899 0.071 0.103 -0.127
H 4.88579 2.15741 -2.51359 0.057 0.089 0.116
H 5.29389 2.31561 -4.23129 0.136 0.110 -0.130
H 5.49449 0.75991 -3.40819 0.066 -0.139 -0.010
H 2.34009 0.27371 -5.37579 -0.159 -0.082 -0.055
H 3.88529 -0.48109 -4.98929 0.064 -0.119 0.042
H 3.84289 1.00851 -5.94409 0.070 0.093 -0.091
H 2.57839 1.69001 1.76951 0.049 -0.084 0.076
H 1.04849 1.98881 0.94391 0.002 0.102 0.054
H 1.71739 3.21031 2.04511 -0.071 0.107 0.117
H 4.69239 2.86271 0.98411 0.066 -0.129 0.085
H 3.90409 4.39701 1.38691 -0.004 0.114 0.092
H 4.57089 4.13181 -0.23219 0.090 0.089 -0.122
H 0.96699 3.77131 -0.93319 -0.069 0.039 0.051
H 2.43319 4.66621 -1.31269 0.115 0.139 -0.102
H 1.60769 4.95111 0.22781 -0.002 0.139 0.124
C -0.95911 2.02051 3.04811 -0.071 -0.122 -0.300
P -2.33881 1.81281 1.82201 -0.098 1.030 0.401
C -1.97611 3.13911 0.58041 0.091 -0.335 0.099
C -3.59661 2.79591 2.76691 0.069 -0.288 -0.144
C -3.30581 4.02131 3.35711 -0.010 0.058 -0.007
C -4.27871 4.72911 4.03761 0.050 0.132 0.075
C -5.56281 4.22011 4.14291 -0.101 0.012 0.051
C -5.86471 3.00161 3.56011 -0.202 0.066 0.111
C -4.88641 2.29681 2.87941 0.023 -0.047 -0.064
H -0.60081 3.04471 3.12161 -0.010 0.124 0.026
H -0.14111 1.36761 2.75771 0.062 0.037 0.069
H -1.32841 1.68991 4.01911 0.006 -0.019 0.042
H -1.63641 4.07011 1.03421 0.015 0.046 0.033
H -2.89761 3.31321 0.02491 -0.025 0.034 -0.041
H -1.23441 2.76201 -0.12469 0.014 0.234 0.025
H -2.31231 4.43891 3.28241 0.105 0.017 -0.018
H -4.03511 5.68311 4.48751 0.007 0.033 0.024
H -6.32071 4.77371 4.68051 -0.060 0.012 0.013
H -6.86621 2.60261 3.64211 -0.065 -0.056 -0.015
H -5.11621 1.34651 2.41961 -0.055 -0.137 -0.030
Br 2.37109 -3.55309 -5.97349 -0.092 -0.034 0.123
C 1.43899 -4.31739 -4.48679 0.152 -0.002 -0.209
C 1.54119 -5.68199 -4.27659 0.071 -0.037 -0.147
C 0.87379 -6.24879 -3.20309 0.014 -0.039 -0.011
C 0.13309 -5.44949 -2.35179 -0.087 0.099 0.049
C 0.06029 -4.07969 -2.56439 -0.138 0.114 0.200
C 0.70999 -3.50059 -3.64819 -0.070 -0.061 -0.022
C -0.66281 -3.19949 -1.53569 0.203 -0.916 -0.271
O -1.26821 -3.76909 -0.63309 -0.157 -0.170 0.407
O -0.51201 -1.96799 -1.72589 -0.008 1.348 0.184
H 2.13389 -6.29059 -4.94309 0.036 -0.021 -0.055
H 0.94499 -7.31459 -3.02889 0.009 -0.031 -0.016
H -0.39181 -5.85759 -1.49979 -0.002 0.007 0.047
H 0.64839 -2.43179 -3.79759 0.027 0.038 0.036
```
Positions in Å, forces in eV/Å.

=====

Energy above the lowest of the compared OMol25 structures with the same formula, charge and spin across the listed records, respectively: 0.0 97.9 kJ/mol.